This record from OMol25 describes a cluster of 2 separate species, C23H30N2O2 in total at a distorted geometry. The level of theory is wB97M-V/def2-TZVPD.

Structure (ORCA input):
```
! RIJCOSX wB97M-V def2-TZVPD def2/J DEFGRID3
* xyz 0 1
C 3.67 -0.10 2.01
N 2.25 -0.46 1.88
C 1.94 -1.61 1.03
C 1.33 0.25 2.53
C -0.10 0.01 2.26
C -0.67 -1.25 2.54
C -2.00 -1.50 2.21
C -2.81 -0.51 1.65
C -4.26 -0.78 1.36
C -2.24 0.74 1.39
C -0.91 1.00 1.69
H 4.26 -0.86 1.49
H 3.84 0.88 1.54
H 3.97 -0.05 3.06
H 2.87 -1.89 0.52
H 1.59 -2.47 1.62
H 1.18 -1.35 0.27
H 1.62 1.27 2.76
H -0.06 -2.02 3.00
H -2.42 -2.48 2.41
H -4.74 0.11 0.95
H -4.38 -1.60 0.64
H -4.80 -1.07 2.27
H -2.87 1.52 0.96
H -0.48 1.98 1.47
C 4.04 4.27 4.35
C 2.86 4.60 5.25
N 1.56 4.12 4.74
C 0.69 5.16 4.17
C -0.18 5.88 5.19
C 1.22 2.79 4.59
C 2.14 1.83 5.18
C 2.06 0.44 5.19
C 2.88 -0.33 6.18
C 4.06 0.19 6.73
C 4.84 -0.57 7.61
C 4.45 -1.87 7.94
C 3.27 -2.40 7.40
C 2.50 -1.64 6.52
O 1.36 -0.28 4.39
O 0.15 2.50 4.01
H 4.95 4.69 4.79
H 4.17 3.18 4.27
H 3.90 4.69 3.35
H 3.03 4.20 6.26
H 2.75 5.69 5.35
H 1.36 5.88 3.67
H 0.06 4.69 3.41
H -0.79 6.62 4.67
H -0.84 5.15 5.67
H 0.42 6.38 5.95
H 2.71 2.27 6.00
H 4.38 1.20 6.44
H 5.76 -0.15 8.03
H 5.05 -2.47 8.62
H 2.95 -3.41 7.65
H 1.60 -2.06 6.07
*
```

As for the energy above the lowest of the compared OMol25 structures with the same formula, charge and spin: 71.5 kcal per mole. Its HOMO-LUMO gap is 0.2997 hartree. The calculation puts the lowest unoccupied orbital energy at 0.66 eV. As for the highest occupied orbital energy: -7.492 eV.

These are the natural (NBO) partial charges, in e, on atoms 1 to 8: atom 1 (C): -0.41, atom 2 (N): -0.40, atom 3 (C): -0.41, atom 4 (C): 0.32, atom 5 (C): -0.03, atom 6 (C): -0.20, atom 7 (C): -0.21, atom 8 (C): 0.00


This record from OMol25 describes an isolated molecule of C23H30N2O7S. The level of theory is wB97M-V/def2-TZVPD.

Structure (ORCA input):
```
! RIJCOSX wB97M-V def2-TZVPD def2/J DEFGRID3
* xyz 0 1
C -2.46 -2.33 3.35
C -1.21 -2.45 2.49
H -0.35 -2.73 3.10
H -1.36 -3.20 1.71
O -0.81 -1.20 1.93
C -1.67 -0.47 1.17
C -1.49 0.91 1.26
C -2.27 1.77 0.50
C -3.29 1.27 -0.30
C -3.48 -0.09 -0.41
C -2.64 -0.98 0.30
O -2.81 -2.35 0.17
C -2.53 -2.89 -1.11
C -1.05 -2.78 -1.47
H -0.44 -3.30 -0.74
H -0.88 -3.23 -2.45
H -0.74 -1.74 -1.50
H -3.14 -2.40 -1.88
H -2.83 -3.94 -1.03
O -4.43 -0.67 -1.18
C -5.38 0.15 -1.84
C -6.37 -0.76 -2.53
H -7.13 -0.17 -3.04
H -5.87 -1.39 -3.26
H -6.86 -1.41 -1.80
H -4.87 0.79 -2.58
H -5.89 0.79 -1.12
H -3.91 1.97 -0.84
C -2.09 3.25 0.60
O -3.02 4.02 0.73
N -0.80 3.71 0.60
C 0.36 3.03 0.24
C 0.36 2.09 -0.79
C 1.51 1.40 -1.09
C 2.67 1.65 -0.38
C 2.71 2.62 0.60
C 1.55 3.32 0.91
H 1.56 4.07 1.68
H 3.64 2.80 1.12
S 4.10 0.65 -0.74
O 4.38 0.67 -2.14
O 5.16 0.98 0.17
N 3.44 -0.86 -0.40
C 3.29 -1.13 1.02
H 4.27 -1.31 1.49
C 2.39 -2.35 1.17
H 1.38 -2.10 0.81
O 2.90 -3.46 0.48
C 3.08 -3.18 -0.89
H 2.10 -2.96 -1.36
C 4.01 -1.99 -1.09
H 5.01 -2.24 -0.69
H 4.10 -1.72 -2.14
H 3.49 -4.09 -1.34
H 2.33 -2.65 2.22
H 2.83 -0.25 1.48
H 1.54 0.66 -1.88
H -0.55 1.91 -1.34
H -0.70 4.67 0.90
H -0.73 1.27 1.93
H -2.64 -3.27 3.86
H -2.34 -1.54 4.09
H -3.32 -2.11 2.73
*
```

As for the energy above the lowest of the compared OMol25 structures with the same formula, charge and spin: 0.0 kcal per mole. Its HOMO-LUMO gap is 0.3311 hartree. The calculation puts the lowest unoccupied orbital energy at 0.32 eV. As for the highest occupied orbital energy: -8.690 eV.

These are the natural (NBO) partial charges, in e, on atoms 1 to 8: atom 1 (C): -0.64, atom 2 (C): -0.06, atom 3 (H): 0.18, atom 4 (H): 0.19, atom 5 (O): -0.51, atom 6 (C): 0.25, atom 7 (C): -0.20, atom 8 (C): -0.14


This record from OMol25 describes an isolated molecule of C23H30N4O3. The level of theory is wB97M-V/def2-TZVPD.

Structure (ORCA input):
```
! RIJCOSX wB97M-V def2-TZVPD def2/J DEFGRID3
* xyz 0 1
C -6.99 0.13 0.76
H -7.61 -0.53 1.36
H -6.82 1.07 1.29
H -7.47 0.35 -0.20
O -5.77 -0.55 0.55
C -4.86 0.10 -0.20
O -5.06 1.19 -0.67
C -3.61 -0.67 -0.37
C -3.33 -1.83 0.35
C -2.13 -2.47 0.19
C -1.17 -1.98 -0.69
C -1.45 -0.83 -1.43
C -2.66 -0.18 -1.28
H -2.89 0.70 -1.84
H -0.71 -0.43 -2.11
C 0.16 -2.66 -0.85
N 0.83 -2.90 0.42
C 0.84 -1.79 1.37
C 2.17 -1.04 1.44
H 2.01 -0.03 1.81
H 2.87 -1.53 2.12
C 2.77 -1.01 0.03
N 3.90 -0.11 -0.04
C 3.88 1.24 0.03
C 5.19 1.67 -0.01
C 5.94 0.50 -0.10
N 5.15 -0.56 -0.12
H 7.00 0.39 -0.16
H 5.54 2.69 0.03
N 2.73 2.03 0.19
C 1.54 1.97 -0.47
O 1.30 1.15 -1.33
C 0.55 3.02 0.02
H 1.07 3.98 0.02
C -0.72 3.06 -0.85
H -0.73 2.17 -1.48
H -0.74 3.94 -1.49
C -1.89 3.03 0.14
C -1.36 2.16 1.27
H -1.34 1.11 0.95
C 0.07 2.67 1.45
H 0.06 3.58 2.06
H 0.71 1.94 1.95
H -1.94 2.23 2.18
H -2.10 4.03 0.51
H -2.80 2.63 -0.31
H 2.89 2.85 0.77
C 3.17 -2.44 -0.36
C 2.16 -3.44 0.25
H 2.09 -4.33 -0.38
H 2.50 -3.76 1.23
H 4.17 -2.65 0.02
H 3.20 -2.53 -1.45
H 2.02 -0.62 -0.66
H 0.04 -1.10 1.11
H 0.61 -2.20 2.36
H 0.77 -2.08 -1.56
H -0.01 -3.65 -1.29
H -1.90 -3.37 0.75
H -4.07 -2.20 1.05
*
```

As for the energy above the lowest of the compared OMol25 structures with the same formula, charge and spin: 47.3 kcal per mole. Its HOMO-LUMO gap is 0.3265 hartree. The calculation puts the lowest unoccupied orbital energy at 0.59 eV. As for the highest occupied orbital energy: -8.297 eV.

These are the natural (NBO) partial charges, in e, on atoms 1 to 8: atom 1 (C): -0.26, atom 2 (H): 0.19, atom 3 (H): 0.19, atom 4 (H): 0.19, atom 5 (O): -0.51, atom 6 (C): 0.79, atom 7 (O): -0.60, atom 8 (C): -0.20


This record from OMol25 describes a structure of composition C23H31BiCl3N5O. The level of theory is wB97M-V/def2-TZVPD.

Structure (ORCA input):
```
! RIJCOSX wB97M-V def2-TZVPD def2/J DEFGRID3
* xyz 2 1
Bi 0.03 0.01 -0.54
C 1.60 -0.92 2.65
C 0.71 -1.98 2.04
N 0.62 -2.00 0.55
C 1.69 -2.75 -0.15
C 2.88 -1.88 -0.49
N 2.47 -0.70 -1.27
C 3.64 0.18 -1.48
C 3.36 1.47 -2.24
C 2.71 2.57 -1.41
N 1.26 2.35 -1.23
C 0.68 3.16 -0.15
C 0.99 2.56 1.23
N 1.21 1.08 1.19
C 1.07 0.50 2.56
H 2.63 -0.97 2.27
H 1.68 -1.15 3.71
H -0.31 -1.84 2.40
H 1.04 -2.97 2.36
H -0.26 -2.48 0.35
H 1.25 -3.16 -1.06
H 2.01 -3.59 0.47
H 3.61 -2.48 -1.03
H 3.37 -1.52 0.41
H 2.18 -1.04 -2.20
H 4.41 -0.39 -2.00
H 4.05 0.42 -0.49
H 2.76 1.27 -3.14
H 4.31 1.85 -2.60
H 2.88 3.55 -1.86
H 3.18 2.60 -0.42
H 0.80 2.60 -2.10
H -0.40 3.18 -0.31
H 1.03 4.20 -0.17
H 0.15 2.74 1.90
H 1.87 3.01 1.68
H 2.17 0.92 0.89
H 0.01 0.54 2.81
H 1.61 1.15 3.25
Cl -7.10 -0.70 -0.80
C -5.46 -0.54 -0.29
C -4.86 0.70 -0.29
C -3.54 0.81 0.13
Cl -2.81 2.39 0.17
C -2.78 -0.29 0.54
O -1.51 -0.17 0.96
C -3.44 -1.52 0.52
Cl -2.59 -2.95 1.04
C -4.76 -1.66 0.13
H -5.41 1.58 -0.59
H -5.23 -2.64 0.14
N -0.78 -2.03 -2.10
C -1.85 -2.37 -2.36
C -3.19 -2.76 -2.68
C -3.61 -4.05 -2.38
C -4.93 -4.40 -2.63
C -5.80 -3.46 -3.17
C -5.37 -2.17 -3.47
C -4.06 -1.81 -3.23
H -2.92 -4.77 -1.96
H -5.28 -5.40 -2.41
H -6.83 -3.73 -3.36
H -6.06 -1.45 -3.89
H -3.71 -0.81 -3.45
*
```

As for the energy above the lowest of the compared OMol25 structures with the same formula, charge and spin: 3.0 kcal per mole. Its HOMO-LUMO gap is 0.2896 hartree. The calculation puts the lowest unoccupied orbital energy at -5.71 eV. As for the highest occupied orbital energy: -13.590 eV.

These are the natural (NBO) partial charges, in e, on atoms 1 to 8: atom 1 (Bi): 2.08, atom 2 (C): -0.43, atom 3 (C): -0.24, atom 4 (N): -0.74, atom 5 (C): -0.25, atom 6 (C): -0.24, atom 7 (N): -0.68, atom 8 (C): -0.22


This record from OMol25 describes a cluster of 17 separate species, C23H31Cl48O in total at a distorted geometry. The level of theory is wB97M-V/def2-TZVPD.

Structure (ORCA input):
```
! RIJCOSX wB97M-V def2-TZVPD def2/J DEFGRID3
* xyz -1 1
C 3.02 -0.46 4.94
O 4.39 0.02 5.11
C 4.76 1.01 4.14
C 4.26 2.45 4.53
C 5.17 3.20 5.60
C 4.18 3.41 3.24
C 5.37 3.12 2.24
C 2.73 3.33 2.58
H 2.39 0.25 4.30
H 3.10 -1.46 4.39
H 5.87 0.94 3.92
H 4.24 0.74 3.16
H 3.23 2.35 4.95
H 4.48 3.62 6.40
H 5.90 2.53 6.13
H 5.71 4.11 5.18
H 4.31 4.47 3.61
H 5.30 2.15 1.68
H 5.54 4.00 1.54
H 6.31 3.08 2.87
H 2.25 4.36 2.67
H 2.73 3.02 1.50
H 2.08 2.60 3.14
C 3.95 -1.03 0.40
Cl 2.66 -0.21 1.29
Cl 5.50 -0.24 0.70
Cl 4.02 -2.74 0.83
H 3.71 -0.96 -0.66
C 1.64 -0.90 -3.58
Cl 1.24 -2.24 -4.66
Cl 2.26 -1.51 -2.04
Cl 2.81 0.18 -4.34
H 0.73 -0.34 -3.38
C 5.29 -4.51 -4.48
Cl 3.76 -5.33 -4.12
Cl 6.06 -5.21 -5.91
Cl 5.04 -2.77 -4.70
H 5.96 -4.65 -3.63
C 3.67 -6.91 -0.07
Cl 4.13 -6.66 1.62
Cl 3.43 -5.37 -0.89
Cl 4.89 -7.88 -0.91
H 2.73 -7.46 -0.09
C -0.71 -2.76 1.88
Cl 0.15 -3.25 0.42
Cl 0.35 -1.84 2.95
Cl -2.15 -1.82 1.47
H -1.03 -3.66 2.41
C -2.97 2.31 1.81
Cl -1.29 1.77 1.98
Cl -4.06 0.92 1.71
Cl -3.42 3.36 3.16
H -3.05 2.88 0.89
C -2.63 -3.56 5.29
Cl -3.85 -3.97 4.08
Cl -1.22 -4.62 5.14
Cl -2.15 -1.86 5.13
H -3.06 -3.70 6.28
C -6.65 1.26 -0.84
Cl -8.15 0.41 -0.45
Cl -5.88 0.58 -2.28
Cl -6.96 2.99 -1.06
H -5.96 1.15 0.00
C -1.71 -4.11 -6.66
Cl -0.02 -4.63 -6.56
Cl -2.79 -5.51 -6.68
Cl -2.11 -3.03 -5.32
H -1.84 -3.56 -7.59
C 0.16 -4.26 -10.30
Cl 1.04 -3.27 -11.48
Cl -1.46 -3.60 -10.02
Cl 0.06 -5.94 -10.84
H 0.71 -4.23 -9.36
C -6.32 5.67 -3.92
Cl -5.44 5.18 -5.37
Cl -5.27 6.58 -2.83
Cl -7.75 6.62 -4.35
H -6.65 4.77 -3.41
C -6.05 9.19 0.09
Cl -6.96 7.78 0.66
Cl -7.14 10.44 -0.50
Cl -5.01 9.82 1.37
H -5.41 8.87 -0.73
C -7.35 -4.99 5.43
Cl -8.24 -6.40 6.03
Cl -8.47 -3.76 4.85
Cl -6.30 -4.34 6.68
H -6.73 -5.31 4.59
C -7.80 -3.33 -3.11
Cl -8.05 -1.93 -2.06
Cl -6.13 -3.39 -3.69
Cl -8.22 -4.83 -2.26
H -8.46 -3.24 -3.97
C 7.44 5.83 7.71
Cl 8.05 4.60 8.83
Cl 7.77 5.35 6.04
Cl 5.71 6.10 7.96
H 7.96 6.76 7.90
C 0.50 1.52 -7.38
Cl 0.47 2.97 -6.36
Cl 2.13 0.85 -7.46
Cl -0.64 0.31 -6.77
H 0.20 1.81 -8.38
*
```

Its HOMO-LUMO gap is 0.0851 hartree. The calculation puts the lowest unoccupied orbital energy at 1.17 eV. As for the highest occupied orbital energy: -1.148 eV.

These are the Löwdin partial charges, in e, on atoms 1 to 8: atom 1 (C): -0.29, atom 2 (O): -0.36, atom 3 (C): -0.28, atom 4 (C): -0.30, atom 5 (C): -0.11, atom 6 (C): -0.36, atom 7 (C): -0.10, atom 8 (C): -0.09


This record from OMol25 describes a cluster of 6 separate species, C23H31F15O13 in total at a distorted geometry. The level of theory is wB97M-V/def2-TZVPD.

Structure (ORCA input):
```
! RIJCOSX wB97M-V def2-TZVPD def2/J DEFGRID3
* xyz 0 1
C -0.18 -0.39 -1.30
O -0.63 0.96 -1.03
C -0.70 1.34 0.23
O -0.69 0.56 1.16
O -0.80 2.63 0.31
C -1.11 3.34 1.53
H 0.80 -0.49 -0.83
H -0.08 -0.37 -2.36
H -0.95 -1.12 -1.00
H -1.76 4.15 1.24
H -0.22 3.64 2.05
H -1.64 2.64 2.16
C -2.78 -2.35 1.42
C -1.45 -2.99 1.97
O -0.68 -3.45 0.89
C 0.55 -3.90 1.32
O 1.00 -3.88 2.41
C 1.28 -4.49 0.00
F 0.42 -5.24 -0.69
F 1.59 -3.44 -0.80
F 2.36 -5.12 0.38
H -2.49 -1.44 0.82
H -3.47 -2.01 2.17
H -3.34 -2.97 0.67
H -1.59 -3.86 2.65
H -0.92 -2.17 2.46
C 2.90 1.86 -4.15
C 3.50 0.48 -4.42
O 2.74 -0.13 -5.46
C 1.78 -0.97 -5.14
O 1.43 -1.23 -4.06
C 1.32 -1.76 -6.32
F 1.08 -0.89 -7.34
F 2.25 -2.57 -6.84
F 0.20 -2.37 -6.11
H 1.92 1.78 -3.66
H 2.76 2.37 -5.08
H 3.60 2.35 -3.52
H 3.53 -0.15 -3.56
H 4.47 0.55 -4.87
C -4.34 1.00 -2.11
C -4.28 -0.30 -2.88
O -3.83 0.08 -4.24
C -2.60 -0.25 -4.62
O -1.76 -0.85 -4.03
C -2.40 0.25 -6.06
F -2.33 1.62 -6.07
F -1.17 -0.09 -6.42
F -3.21 -0.26 -6.99
H -3.32 1.17 -1.71
H -5.00 0.95 -1.25
H -4.64 1.83 -2.70
H -5.21 -0.79 -3.04
H -3.74 -0.99 -2.25
C -1.08 -0.41 4.49
C -0.90 0.39 5.74
O -1.21 1.74 5.45
C -1.39 2.59 6.48
O -1.36 2.32 7.61
C -1.69 4.01 5.91
F -3.04 4.15 5.65
F -1.31 4.84 6.88
F -1.00 4.18 4.83
H -0.91 -1.43 4.80
H -0.41 -0.20 3.65
H -2.00 -0.15 3.99
H 0.18 0.31 6.07
H -1.58 0.06 6.48
C 4.23 -1.79 1.64
C 3.19 -0.81 2.18
O 3.77 0.50 1.95
C 2.99 1.45 2.48
O 1.98 1.28 3.12
C 3.52 2.83 2.17
F 2.54 3.62 1.75
F 4.08 3.35 3.30
F 4.46 2.81 1.18
H 5.22 -1.58 2.05
H 4.37 -1.77 0.56
H 3.93 -2.82 1.86
H 2.94 -0.94 3.26
H 2.29 -0.82 1.56
*
```

Its HOMO-LUMO gap is 0.4130 hartree. The calculation puts the lowest unoccupied orbital energy at 0.43 eV. As for the highest occupied orbital energy: -10.806 eV.

These are the Löwdin partial charges, in e, on atoms 1 to 8: atom 1 (C): 0.00, atom 2 (O): -0.01, atom 3 (C): -0.66, atom 4 (O): 0.10, atom 5 (O): 0.02, atom 6 (C): 0.01, atom 7 (H): 0.10, atom 8 (H): 0.04


This record from OMol25 describes a structure of composition C23H31F6O3Pd at a distorted geometry. The level of theory is wB97M-V/def2-TZVPD.

Structure (ORCA input):
```
! RIJCOSX wB97M-V def2-TZVPD def2/J DEFGRID3
* xyz -1 3
O -1.22 3.40 0.01
C -1.62 3.93 -1.30
C -2.20 5.23 -0.76
H -2.42 3.36 -1.78
H -0.77 4.07 -1.97
C -1.83 4.59 0.60
H -3.27 5.35 -0.93
H -1.63 6.11 -1.01
C -3.06 4.31 1.44
H -3.79 3.66 0.93
H -3.52 5.28 1.64
H -2.79 3.87 2.41
C -0.86 5.51 1.29
H 0.00 5.70 0.64
H -0.53 5.09 2.25
H -1.40 6.44 1.48
Pd 1.34 -1.05 1.25
C 3.65 -1.89 1.77
C 3.44 -2.14 0.39
C 3.03 -0.93 -0.25
H 3.67 -3.07 -0.13
C 3.13 0.14 0.74
C 3.45 -0.48 1.99
H 3.59 0.05 2.94
H 4.00 -2.61 2.50
H 2.81 -0.81 -1.31
H 3.03 1.21 0.55
C 0.78 -2.84 2.86
C 1.29 -1.72 3.56
C 0.45 -0.58 3.31
H 2.16 -1.74 4.23
C -0.60 -1.02 2.43
C -0.37 -2.42 2.13
H -1.01 -3.04 1.52
H 1.14 -3.86 2.93
H 0.57 0.41 3.71
H -1.43 -0.43 2.07
O -2.36 1.18 -1.33
C -1.19 0.92 -0.49
C 0.05 1.20 -1.34
H -1.18 -0.16 -0.23
H -1.18 1.51 0.42
C -0.43 0.59 -2.66
H 0.93 0.71 -0.89
H 0.29 2.26 -1.46
C -1.97 0.69 -2.64
H -0.18 -0.48 -2.63
H 0.05 1.03 -3.54
H -2.40 -0.32 -2.79
H -2.37 1.33 -3.44
C -1.09 -4.03 -1.77
C 0.31 -3.65 -1.27
O 0.34 -2.48 -0.66
C 0.76 -4.86 -0.33
F 0.97 -6.01 -1.04
F 1.88 -4.61 0.38
F -0.23 -5.14 0.57
C 1.29 -3.63 -2.53
F 1.16 -4.73 -3.32
F 1.02 -2.54 -3.30
F 2.61 -3.55 -2.18
H -1.79 -3.99 -0.94
H -1.07 -5.03 -2.21
H -1.43 -3.30 -2.51
*
```

Its HOMO-LUMO gap (alpha / beta) is 0.2149 / 0.2228 hartree. Its expectation value of S² is 2.0137. The calculation puts the lowest unoccupied orbital energy (alpha / beta) at 2.48 / 2.48 eV. As for the highest occupied orbital energy (alpha / beta): -3.371 / -3.585 eV.

These are the natural (NBO) partial charges, in e, on atoms 1 to 8: atom 1 (O): -0.55, atom 2 (C): -0.06, atom 3 (C): -0.47, atom 4 (H): 0.21, atom 5 (H): 0.17, atom 6 (C): 0.27, atom 7 (H): 0.20, atom 8 (H): 0.20


Computed DFT total energy (eV) in order:
-31411.9723, -52484.7833, -36441.5055, -77246.7331, -627473.0715, -91733.7209, -50277.8119